Entry 1:
C17H17ClN2OS2 in the gas phase in a non-equilibrium geometry. Source: the Open Molecules 2025 dataset; level of theory: the ωB97M-V functional and the def2-TZVPD basis.

Each line ends with the Mulliken charge.
Cartesian coordinates (Å):
C: -1.93 0.06 1.58  -0.233
H: -2.99 -0.19 -1.54  0.246
C: -2.54 -0.92 -2.21  -1.134
C: -1.78 -1.96 -1.43  0.476
H: -4.15 2.35 2.68  0.387
C: 4.27 2.16 -1.63  -0.777
H: -3.45 3.44 0.58  0.459
H: -1.09 -4.10 0.46  0.291
C: 0.89 0.32 0.19  0.227
C: -0.68 -1.49 -0.58  -0.821
H: 5.08 0.71 1.15  0.471
H: 3.44 2.77 -1.26  0.273
H: 3.66 1.78 0.93  0.409
H: -1.88 -0.39 -2.90  0.331
H: -3.16 0.17 3.32  0.412
S: 4.07 0.46 -1.04  -0.038
C: 1.60 -0.63 0.83  -0.110
O: -2.08 -3.14 -1.52  -0.675
N: 1.15 -1.93 0.86  -0.073
H: 5.22 2.56 -1.31  0.276
C: 4.07 0.79 0.75  -0.683
S: 3.13 -0.45 1.69  -0.152
H: 1.75 -2.60 1.31  0.305
H: 4.23 2.11 -2.72  0.326
C: 0.09 -2.37 0.11  0.403
C: -1.52 0.66 0.39  -0.197
C: -0.45 0.00 -0.46  0.874
C: -0.09 -3.85 0.11  -1.299
C: -2.09 1.89 0.06  1.233
C: -2.87 0.66 2.40  -0.880
H: -0.02 -4.23 -0.91  0.340
C: -3.42 1.87 2.05  -0.480
H: -0.46 0.47 -1.45  1.091
H: 0.66 -4.33 0.73  0.370
H: -3.32 -1.41 -2.78  0.416
N: 1.55 2.78 0.10  -0.699
C: 1.26 1.67 0.15  -0.813
H: -1.49 -0.89 1.86  0.329
Cl: -1.63 2.70 -1.41  -0.193
C: -3.03 2.49 0.87  -0.687

2S+1: 1
Highest occupied orbital energy, eV: -8.29
SMILES: CSCSC1=C(C#N)[C@H](c2ccccc2Cl)C(C(C)=O)=C(C)N1
Total charge: 0
E_LUMO, eV: -0.041

Entry 2:
A molecular structure, C17H17IrN5O. Source: the Open Molecules 2025 dataset; level of theory: the ωB97M-V functional and the def2-TZVPD basis.

Each line ends with the Mulliken charge.
Cartesian coordinates (Å):
C: -1.83 1.70 -2.09  0.263
H: -1.35 -0.15 1.66  0.628
H: 4.26 -3.29 3.52  0.355
C: -3.20 1.59 -2.33  0.347
C: -0.70 -2.20 1.47  -0.505
N: -3.64 0.57 -1.49  -0.021
N: -1.34 -1.00 0.96  -0.950
C: -0.39 1.24 1.54  -1.175
H: -1.17 -2.62 2.37  0.333
Ir: 0.19 0.16 -0.12  0.804
C: 2.89 -2.15 2.29  0.340
C: -1.04 2.61 -2.78  -0.503
H: 0.03 2.63 -2.58  0.512
C: 5.22 -1.76 2.35  -0.319
N: -1.46 0.79 -1.13  0.074
H: -4.58 0.26 -1.37  0.193
H: -4.91 2.33 -3.44  0.355
H: -2.36 -1.95 -0.58  0.214
C: -2.55 0.14 -0.77  0.001
H: 6.21 -1.99 2.72  0.355
H: -0.82 2.22 1.24  0.191
H: 5.95 -0.18 1.08  0.372
H: 3.66 0.41 0.17  0.512
H: 0.47 1.44 2.20  0.190
C: 2.74 -1.10 1.37  0.267
C: 0.76 -1.89 1.73  0.001
C: -1.68 3.42 -3.70  -0.536
H: -1.10 4.14 -4.27  0.371
H: -3.52 3.97 -4.66  0.356
N: 1.61 -2.65 2.48  -0.019
H: -3.46 -1.22 0.63  0.335
C: 5.07 -0.72 1.41  -0.531
O: 1.46 0.77 -1.32  -0.990
C: 4.14 -2.49 2.80  -0.988
N: 1.41 -0.97 1.05  0.081
C: -3.06 3.32 -3.93  -0.314
C: -3.85 2.40 -3.25  -0.990
H: -0.72 -2.96 0.67  0.210
C: -2.50 -1.09 0.09  -0.506
C: 3.83 -0.37 0.91  -0.504
H: 1.34 -3.38 3.12  0.192

2S+1: 1
Highest occupied orbital energy, eV: -1.41
Total charge: -1
E_LUMO, eV: 2.836

Entry 3:
C17H17N3O2S in the gas phase in a non-equilibrium geometry. Source: the Open Molecules 2025 dataset; level of theory: the ωB97M-V functional and the def2-TZVPD basis.

Each line ends with the Mulliken charge.
Cartesian coordinates (Å):
C: 4.68 -0.72 -1.17  -0.286
H: 4.24 0.70 1.86  0.389
C: -4.83 0.89 0.50  -0.213
H: -4.79 -2.19 -0.88  0.371
C: -5.47 1.52 -0.55  -0.449
C: -4.58 -0.47 0.41  0.654
N: -5.58 -0.53 -1.76  -0.611
C: -1.43 -0.37 0.78  0.158
H: 2.37 -2.30 -0.78  0.542
C: -3.88 -1.21 1.50  -1.067
H: -1.32 2.49 0.07  0.283
H: 6.62 1.26 1.51  0.364
H: 0.57 1.32 -0.78  0.293
H: -6.32 1.22 -2.51  0.353
C: -4.98 -1.13 -0.75  -0.251
C: 0.33 1.03 0.25  -0.391
C: 4.75 0.40 0.96  -0.466
C: -5.82 0.77 -1.66  -0.290
C: 4.04 -0.31 0.00  0.656
H: 7.76 0.54 -0.56  0.377
H: -0.69 2.33 1.72  0.308
C: 6.72 0.30 -0.40  -0.537
H: -4.43 -2.10 1.81  0.478
N: -0.11 -0.36 0.29  0.134
H: 4.15 -1.27 -1.93  0.373
H: 6.50 -0.73 -2.27  0.354
H: 1.21 1.16 0.88  0.180
C: 1.95 -1.29 -0.62  -0.877
H: -4.53 1.44 1.38  0.362
S: -2.26 -1.87 0.92  -0.068
N: -1.90 0.77 1.07  -0.283
C: 6.01 -0.41 -1.36  -0.601
H: -3.68 -0.57 2.36  0.386
H: 1.89 -0.77 -1.59  0.401
C: 6.08 0.71 0.76  -0.419
C: -0.91 1.78 0.80  -0.627
C: 0.54 -1.48 -0.07  0.537
O: 0.02 -2.57 0.01  -0.639
H: -5.68 2.58 -0.52  0.372
O: 2.73 -0.56 0.30  -0.246

2S+1: 1
Highest occupied orbital energy, eV: -8.69
SMILES: O=C(COc1ccccc1)N1CCN=C1SCc1cccnc1
Total charge: 0
E_LUMO, eV: 0.618